(1)
Formula: C17H46NO12Y
Source: the Open Molecules 2025 dataset
Level of theory: wB97M-V/def2-TZVPD

Calculated values
- E_tot (eV) = -45465.852
- HOMO energy (Eh) = -0.51887
- maximum force (Eh/bohr) = 0.0636
- gap between HOMO and LUMO (eV) = 9.33
- charge = +2

```
77
Properties=species:S:1:pos:R:3:forces:R:3
Y -9.28473 -12.90814 -11.22133 -0.4 -0.7 0.1
O -9.00154 -9.66089 -12.97267 0.3 0.8 -0.5
C -8.89348 -10.81003 -12.55524 -1.2 1.3 -1.0
O -9.95005 -11.61422 -12.74433 -0.1 -0.9 0.5
O -7.91506 -11.31048 -11.87507 0.0 -0.5 0.3
H -10.43401 -9.25588 -14.02276 0.2 0.1 0.7
C -10.20185 -8.56200 -9.50961 0.5 -0.2 -0.9
C -9.62375 -9.43917 -8.44117 0.3 -1.5 -0.9
C -9.15952 -8.73743 -7.24566 0.4 -0.6 2.7
O -10.52335 -10.52987 -8.04471 1.8 -0.2 -0.7
H -9.42456 -7.82994 -9.72108 0.1 0.1 -0.1
H -11.08302 -7.97586 -9.23552 -0.2 -0.5 0.0
H -10.28879 -9.15645 -10.44854 -0.5 0.6 0.6
H -8.83732 -10.04790 -8.86584 0.7 0.3 -0.4
H -8.71985 -7.78141 -7.43356 0.2 0.6 -0.2
H -8.44254 -9.33008 -6.60563 -0.6 0.5 -0.9
H -10.03012 -8.62887 -6.58541 0.1 0.5 0.0
H -11.29094 -10.08793 -7.77991 -2.4 0.4 0.9
C -12.19772 -5.60150 -18.48881 1.7 0.2 -0.3
C -11.07288 -5.84784 -17.48243 -1.3 -0.1 1.5
C -10.53955 -4.61709 -16.77746 0.8 0.4 -0.8
O -11.57100 -6.76550 -16.39590 -0.3 -1.3 -1.2
H -12.54599 -6.56391 -18.84853 -0.6 0.0 0.0
H -11.70417 -5.13466 -19.36077 -0.3 -0.1 0.2
H -12.94218 -4.89510 -18.13754 -0.3 -0.4 0.2
H -10.23329 -6.32585 -17.94344 0.2 -0.6 -0.5
H -10.82701 -3.73494 -17.36716 0.1 -0.1 0.4
H -9.44468 -4.70795 -16.84812 -0.3 0.4 0.4
H -10.82881 -4.47287 -15.73588 -0.2 -0.2 -0.2
H -12.00885 -7.51063 -16.89254 0.5 1.1 0.7
C -12.16304 -8.33590 -13.27844 0.0 1.4 2.3
C -12.87392 -9.44645 -12.46971 2.8 -1.6 -0.7
O -13.25538 -8.89288 -11.27713 0.8 1.0 0.3
O -11.28296 -8.80383 -14.34681 0.4 0.2 -0.7
H -11.58900 -7.64010 -12.54678 -0.7 -1.5 -1.2
H -12.92659 -7.72034 -13.69750 -0.2 0.5 -0.9
H -12.05744 -10.16359 -12.20080 -0.5 0.0 -0.5
H -13.62245 -10.03851 -13.03000 0.1 0.7 0.2
H -14.16749 -9.01698 -11.11699 -1.8 -0.4 0.6
H -11.05665 -8.07064 -15.00556 -0.4 -0.2 0.3
C -16.45071 -8.69326 -9.29094 0.2 -2.6 1.8
C -17.86620 -9.33395 -9.05105 1.6 -0.1 -0.8
O -17.76981 -10.75462 -8.85538 -0.2 0.6 2.2
O -15.54189 -9.74768 -9.72988 0.1 1.4 -0.5
H -16.04640 -8.38397 -8.28136 -0.4 0.5 -1.4
H -16.51779 -7.99224 -10.09698 0.1 0.9 0.1
H -18.41091 -9.28033 -9.94354 -0.9 0.4 -1.4
H -18.38053 -8.73666 -8.32348 -0.4 -0.3 0.8
H -17.85195 -10.90147 -7.88097 0.2 -0.2 -1.2
H -16.01001 -10.56768 -9.59165 -0.4 -0.6 0.2
C -9.29662 -13.95727 -8.43433 0.0 -1.1 0.4
C -7.78699 -14.08889 -8.60524 0.3 0.8 1.5
O -7.53974 -13.45676 -9.85535 2.4 -0.2 -1.1
O -9.80627 -12.75257 -8.87797 -0.5 2.8 -0.6
H -9.65792 -14.19060 -7.42809 0.3 -0.2 -0.2
H -9.71963 -14.65781 -9.15790 -0.1 -0.7 0.4
H -7.47942 -15.13192 -8.65177 -0.1 -0.1 0.2
H -7.22777 -13.56017 -7.79480 -0.3 -0.4 -0.6
H -6.58639 -13.53746 -10.15382 -1.5 0.3 0.7
H -10.00711 -11.84768 -8.29409 -0.1 -1.6 -0.7
C -10.83280 -14.81160 -13.88459 -1.2 -0.2 -1.1
C -10.46631 -15.71823 -12.68406 0.0 2.0 -0.8
C -8.99567 -16.01910 -12.74467 -0.7 -1.8 0.8
O -8.43839 -14.75325 -12.61026 2.1 1.1 0.4
C -7.01924 -14.65087 -12.87500 0.7 -0.8 0.9
N -10.84586 -14.97375 -11.45093 -0.1 0.7 0.5
H -10.08681 -14.04120 -14.20814 -0.7 -0.6 0.7
H -11.83627 -14.37151 -13.70514 0.7 0.3 0.1
H -11.09557 -15.38526 -14.80281 0.7 -0.1 0.6
H -10.96134 -16.62757 -12.73852 -1.3 -1.7 -0.1
H -8.83912 -16.48923 -13.75013 0.4 0.5 0.8
H -8.68725 -16.76450 -11.91404 -0.1 1.2 -1.2
H -6.74361 -15.32609 -13.68582 -0.1 0.0 0.0
H -6.38288 -14.93668 -11.95877 -1.0 0.4 -1.2
H -6.83568 -13.63280 -13.18421 0.2 0.3 0.1
H -10.89742 -15.57477 -10.63057 0.1 -0.2 -0.2
H -11.78706 -14.54962 -11.51439 0.5 -0.6 -0.3
```
Positions in Å, forces in eV/Å.


(2)
Formula: CH2N2S4
Source: the Open Molecules 2025 dataset
Level of theory: wB97M-V/def2-TZVPD

Calculated values
- E_tot (eV) = -47387.581
- HOMO energy (spin up / spin down) (Eh) = -0.31108 / -0.31106
- maximum force (Eh/bohr) = 0.0543
- gap between HOMO and LUMO (spin up / spin down) (eV) = 7.28 / 7.27
- ΔE to the lowest compared entry with this formula, charge and spin (eV) = 1.400

```
9
Properties=species:S:1:pos:R:3:forces:R:3
C 0.22059 0.22754 0.47001 2.4 0.2 -0.2
N -0.85014 0.77526 0.80016 -0.5 -0.8 1.2
N -2.02185 0.98476 0.44192 -1.2 2.3 -1.1
S -2.49806 -1.75412 0.18540 -0.7 -0.1 -0.2
S -3.23351 0.04680 0.08988 1.7 -1.3 0.5
S 2.80153 0.40025 -0.92690 1.3 -0.3 0.0
S 0.87336 -0.19889 -1.10140 -1.0 -0.7 -1.3
H 1.11726 0.27465 1.09884 -0.8 0.0 0.8
H 3.59083 -0.75625 -1.05791 -1.2 0.7 0.3
```
Positions in Å, forces in eV/Å.


(3)
Formula: C4H14N3O
Source: the Open Molecules 2025 dataset
Level of theory: wB97M-V/def2-TZVPD

Calculated values
- E_tot (eV) = -10885.822
- HOMO energy (Eh) = -0.47338
- maximum force (Eh/bohr) = 0.0564
- gap between HOMO and LUMO (eV) = 9.80
- charge = +1
- ΔE to the lowest compared entry with this formula, charge and spin (eV) = 2.339

```
22
Properties=species:S:1:pos:R:3:forces:R:3
C -1.45701 1.37765 0.37417 -0.4 -0.1 -0.5
C -0.19664 2.02353 0.99786 -0.6 -2.3 1.7
N -0.67433 2.94588 1.99293 1.6 1.7 1.4
N -0.99671 0.44493 -0.73607 -0.7 0.0 -0.8
H -2.06489 0.76235 1.14473 1.1 1.0 -1.2
H -2.11332 2.18517 -0.03437 0.4 -0.8 0.3
H 0.35209 1.14318 1.49697 -0.1 1.1 -0.9
H 0.47274 2.54799 0.32838 -0.1 -0.1 -0.5
H 0.13629 3.49928 2.39212 -1.2 -0.6 -1.0
H -0.99159 2.48838 2.83790 -0.4 -0.4 -0.2
H -1.77959 -0.08094 -1.20031 0.7 0.9 0.7
H -0.55142 0.99899 -1.51427 -0.5 -0.7 1.2
O 2.80009 -1.55164 -1.40673 -1.9 -1.4 -0.6
C 1.90440 -2.30417 -1.78332 1.4 1.3 0.5
C 0.63700 -2.52952 -0.99792 -0.1 0.9 0.6
N 0.54515 -1.48383 0.08854 0.2 -1.3 0.5
H 1.94300 -2.87016 -2.71745 0.3 -0.1 -0.2
H -0.22854 -2.42896 -1.65200 0.0 -0.2 -0.1
H 0.68078 -3.55445 -0.61134 -0.2 0.2 0.1
H 0.27518 -1.91378 0.98583 0.0 0.2 -0.5
H 1.51577 -1.18961 0.21970 0.1 0.4 0.0
H -0.20847 -0.51026 -0.20536 0.2 0.1 -0.7
```
Positions in Å, forces in eV/Å.


(4)
Formula: C42H66BrCeClN5O3
Source: the Open Molecules 2025 dataset
Level of theory: wB97M-V/def2-TZVPD

Calculated values
- E_tot (eV) = -153718.302
- HOMO energy (spin up / spin down) (Eh) = -0.08615 / -0.08620
- maximum force (Eh/bohr) = 0.0566
- gap between HOMO and LUMO (spin up / spin down) (eV) = 6.22 / 6.22
- ⟨S²⟩ = 0.7505
- charge = -2
- multiplicity = 2
- ΔE to the lowest compared entry with this formula, charge and spin (eV) = 0.000

```
119
Properties=species:S:1:pos:R:3:forces:R:3
Ce 1.03389 -0.88728 -0.68087 0.3 0.4 0.0
C -0.72483 -2.48844 -3.76787 0.1 -0.9 -2.8
N -0.81650 -2.53206 -2.36137 0.8 0.4 1.2
C -0.27799 -3.76806 -1.82540 -0.3 -0.2 0.6
C -2.13569 -2.28042 -1.84549 -0.6 0.9 -1.4
C -2.44361 -0.80203 -1.72751 1.0 1.7 0.5
N -1.81469 -0.18740 -0.48799 -0.8 -1.3 0.2
C -2.56441 -0.74740 0.67645 0.0 -0.4 0.0
C -1.90582 -1.02916 1.99845 -0.8 1.3 -0.7
C -2.59455 -0.56746 3.08402 0.3 -0.2 2.3
C -2.15444 -0.94631 4.38997 -0.5 -0.3 -1.0
C -1.14758 -1.91958 4.46184 -0.4 -0.2 -0.3
C -0.53478 -2.49808 3.31885 -0.1 1.0 0.5
C -0.81607 -1.90543 2.04922 0.1 -0.8 0.6
O -0.23553 -2.21932 0.93616 0.4 -0.2 -0.2
C 0.44999 -3.64582 3.46121 0.1 -0.4 0.7
C 0.10164 -4.78493 2.46920 0.4 1.6 -0.7
C 1.87002 -3.15648 3.17210 1.3 1.3 -0.1
C 0.50912 -4.22025 4.91437 1.2 -0.7 -1.5
C -2.98383 -0.46799 5.59124 1.5 -0.4 0.1
C -4.43984 -0.84501 5.37486 -0.3 1.7 0.0
C -2.77048 1.04314 5.77729 -0.7 1.0 0.3
C -2.50312 -1.20901 6.86711 -1.1 -0.4 -0.8
C -1.91004 1.26963 -0.40384 -0.4 0.7 0.0
C -1.52310 2.07953 -1.63465 -0.7 -0.3 1.0
C -2.28062 3.21421 -1.80357 -0.4 1.3 -1.4
C -2.09923 4.10666 -2.88034 0.0 -0.7 0.8
C -1.10109 3.71589 -3.77803 0.4 -1.4 1.8
C -0.29443 2.55751 -3.64344 -0.8 1.5 -1.2
C -0.51215 1.70796 -2.52483 0.4 0.7 -0.7
O 0.17822 0.65011 -2.37582 0.6 -1.5 0.8
C 0.64968 2.18099 -4.82383 0.7 -0.7 1.7
C 2.09709 1.84590 -4.33803 -0.1 2.5 -1.1
C 0.18033 0.84662 -5.37590 -1.8 0.1 -0.4
C 0.75887 3.20751 -5.94401 0.9 -1.8 -0.1
C -3.00543 5.35477 -3.11697 0.5 -0.9 -0.5
C -2.11588 6.55449 -3.37139 2.1 -0.2 1.3
C -3.80651 5.04544 -4.39610 1.2 1.5 -1.0
C -3.82557 5.68272 -1.87692 0.2 0.1 -0.8
H -1.18692 -3.42074 -4.26765 0.2 0.9 0.7
H 0.32079 -2.48714 -4.10399 -0.1 0.0 0.4
H -1.16427 -1.62243 -4.29403 -0.1 -0.1 0.8
H -0.91591 -4.62560 -2.08840 0.1 -0.1 -0.2
H -0.28402 -3.67744 -0.74131 0.0 -0.2 0.1
H 0.74741 -3.94081 -2.11696 0.3 0.1 -0.3
H -2.27756 -2.77324 -0.93236 0.1 -0.7 1.4
H -2.87851 -2.72388 -2.51381 -0.3 -0.1 -0.3
H -3.51375 -0.56828 -1.69205 -0.2 -0.3 -0.2
H -1.98758 -0.26612 -2.58263 -0.4 -0.3 0.3
H -2.93962 -1.75965 0.45018 -0.1 0.6 -0.5
H -3.42217 -0.09142 0.94098 0.1 -0.3 -0.6
H -3.54998 0.00206 3.01849 1.0 -0.2 -0.3
H -0.93198 -2.32383 5.45925 0.2 0.1 -0.7
H 0.22116 -4.34161 1.46335 -0.1 -0.4 0.4
H -0.90610 -5.15920 2.55325 -0.4 -0.1 0.3
H 0.81551 -5.57480 2.56864 0.4 -0.7 0.1
H 2.01984 -2.81384 2.12866 -0.4 -0.1 0.5
H 2.66692 -3.90828 3.32212 -0.5 -0.1 0.1
H 2.17328 -2.29671 3.86049 -0.6 -1.0 -0.7
H -0.43484 -4.47857 5.33497 -0.9 -0.3 0.2
H 1.02245 -3.53275 5.57900 0.1 0.1 0.2
H 1.12679 -5.15302 4.79581 -0.5 0.8 0.5
H -4.93565 -0.32123 4.52546 0.5 -0.6 0.3
H -4.94230 -0.43939 6.24552 -0.6 -0.3 0.4
H -4.52743 -1.91262 5.32573 -0.3 -0.5 -0.2
H -3.05492 1.63048 4.88045 0.3 -0.5 0.2
H -1.73909 1.33011 6.04597 -0.3 -0.4 -0.3
H -3.41125 1.47835 6.58122 0.2 -0.5 -0.2
H -2.69686 -2.27740 6.75937 0.0 -0.1 -0.1
H -3.04564 -0.92401 7.75820 0.0 0.5 0.3
H -1.45039 -1.12019 6.97872 0.9 0.4 0.4
H -1.30774 1.59451 0.48383 -0.5 -0.3 -0.6
H -2.98885 1.60676 -0.21945 1.0 -0.6 0.2
H -3.11528 3.40191 -1.14991 -0.1 -0.1 0.4
H -0.84299 4.39247 -4.51244 0.4 1.2 -1.8
H 2.12959 1.17143 -3.54386 0.0 -1.1 1.2
H 2.64145 2.76787 -4.04582 -0.3 -0.3 0.1
H 2.64561 1.46284 -5.19002 0.2 -0.4 -0.2
H 0.32012 0.07355 -4.62830 -0.1 -0.1 0.1
H 0.79748 0.61253 -6.22663 0.2 -0.3 -0.6
H -0.91349 0.89750 -5.69702 1.2 -0.2 0.3
H 1.33246 4.05076 -5.61802 0.2 0.7 0.0
H -0.19217 3.45401 -6.32924 -1.2 0.6 -0.4
H 1.30037 2.68295 -6.77014 -0.2 0.6 0.5
H -1.45244 6.43927 -4.23584 -0.3 0.0 0.0
H -1.41791 6.58089 -2.47722 -0.6 0.3 -0.9
H -2.60228 7.51297 -3.42869 -0.6 0.4 -0.1
H -3.05793 5.09640 -5.24591 -0.9 -0.1 0.8
H -4.59469 5.77410 -4.63984 0.1 -0.1 0.2
H -4.19074 4.06284 -4.40814 -0.6 -1.1 0.2
H -3.13272 5.85427 -1.06964 0.0 -0.2 0.6
H -4.55915 4.94371 -1.65601 -0.4 -0.9 0.4
H -4.39027 6.58367 -2.01166 -0.3 0.8 -0.3
Br 2.85687 1.60046 -0.32303 0.1 0.1 -0.3
O 2.39514 -3.09436 -0.13485 -0.5 0.2 -0.2
N 3.62020 -2.78585 0.05145 -0.3 -0.8 0.2
Cl 2.57349 -1.38078 -2.91644 0.0 -0.3 -0.1
N 0.77221 0.59952 1.71749 -0.6 -0.3 0.0
H 1.44522 0.14154 2.32011 -0.1 -0.1 0.2
H -0.10141 0.77105 2.23024 0.6 -0.1 -0.2
H 1.22159 1.43986 1.37063 -0.1 0.3 0.1
C 4.28704 -0.02846 2.74654 -0.2 -1.4 -1.2
C 5.43689 -0.47876 1.82852 -0.7 0.2 -0.2
C 6.70190 0.10258 1.91206 -1.1 -0.7 0.4
C 7.64538 -0.11590 0.94892 1.4 1.2 1.0
C 7.31222 -0.89131 -0.12019 0.9 -1.0 -0.1
C 6.11449 -1.57253 -0.23530 -0.4 -0.3 -1.0
C 5.83729 -2.43748 -1.48027 2.4 0.3 0.6
C 5.13949 -1.32172 0.72840 -0.3 1.2 0.5
N 3.77326 -1.64653 0.56417 0.0 0.0 0.2
H 4.64380 0.50281 3.58476 0.6 0.7 1.0
H 3.63801 -0.86093 3.11597 0.6 0.5 -0.5
H 3.67679 0.63620 2.12845 -0.1 0.0 0.1
H 6.95876 0.68100 2.75832 0.1 0.7 0.9
H 8.65833 0.36152 1.12532 -1.2 -0.7 -0.7
H 8.11883 -1.10107 -0.77973 0.3 -0.2 -1.0
H 6.79743 -2.49470 -2.07818 -1.0 0.4 0.3
H 5.01170 -2.04785 -2.04119 -0.4 0.1 -0.5
H 5.64819 -3.45748 -1.20305 -0.4 -0.4 0.2
```
Positions in Å, forces in eV/Å.


(5)
Formula: C2H13NO4
Source: the Open Molecules 2025 dataset
Level of theory: wB97M-V/def2-TZVPD

Calculated values
- E_tot (eV) = -11964.500
- HOMO energy (Eh) = -0.34455
- maximum force (Eh/bohr) = 0.0235
- gap between HOMO and LUMO (eV) = 9.55
- SMILES string = CNCO.O.O.O
- ΔE to the lowest compared entry with this formula, charge and spin (eV) = 0.966

```
20
Properties=species:S:1:pos:R:3:forces:R:3
C -1.47475 -0.33367 -1.08199 0.3 0.1 1.0
N -0.22314 -0.80539 -1.65938 -0.2 -0.5 -0.3
C 0.53735 -1.72400 -0.87392 0.4 0.6 0.4
O -0.10609 -2.97651 -0.65679 -0.2 0.4 -0.9
H -1.21599 0.22948 -0.17898 0.0 0.1 -0.1
H -1.95802 0.36071 -1.76072 -0.1 -0.1 -0.1
H -2.14996 -1.11704 -0.72583 -0.1 -0.1 -0.4
H -0.38839 -1.21011 -2.57732 0.1 0.2 0.1
H 0.72704 -1.28560 0.11657 -0.1 0.2 -0.2
H 1.51241 -1.81932 -1.37469 -0.2 -0.4 0.0
H 0.31367 -3.33986 0.10945 0.2 -0.6 0.7
H 0.19639 2.71195 2.40005 0.0 0.2 -0.5
H 0.21740 3.46330 1.04420 -0.2 -0.4 0.3
O 0.03327 2.59595 1.44895 0.1 0.5 0.3
H 0.60013 -0.07691 3.52365 0.0 -0.1 0.1
H -0.03827 0.70257 2.37580 -0.1 0.0 -0.3
O 0.33815 -0.15123 2.60252 0.0 -0.1 0.1
H 1.04486 2.07733 -0.29810 0.1 -0.1 -0.8
H 0.91590 0.87085 -1.19078 -0.1 0.4 -0.6
O 1.11804 1.82747 -1.24270 0.0 -0.2 1.2
```
Positions in Å, forces in eV/Å.